1.
{
  "formula": "C12H35N3O5Zn",
  "method": "wB97M-V/def2-TZVPD",
  "orbital_gap_ev": 3.582,
  "de_lowest_kj_mol": 1157.2,
  "energy_ha": -2797.55315,
  "symbols": ["Zn", "O", "H", "O", "H", "C", "C", "C", "O", "C", "N", "H", "H", "H", "H", "H", "H", "H", "H", "H", "H", "H", "C", "C", "C", "O", "C", "N", "H", "H", "H", "H", "H", "H", "H", "H", "H", "H", "H", "C", "C", "C", "O", "C", "N", "H", "H", "H", "H", "H", "H", "H", "H", "H", "H", "H"],
  "coordinates": [[-0.06558, 0.15743, 1.89099], [-3.18712, 0.90486, 0.44447], [-3.48966, 0.76197, -0.47347], [3.17430, -0.72915, 3.05864], [3.80071, -0.32150, 3.68789], [1.40922, 5.03959, -2.40874], [2.53722, 4.15535, -2.01759], [3.89579, 4.84778, -2.03229], [4.25560, 5.31114, -3.29103], [4.70291, 4.42164, -4.32892], [2.32534, 3.67572, -0.65462], [1.49972, 5.33713, -3.45343], [1.31665, 5.95685, -1.82722], [0.46101, 4.51970, -2.27189], [2.49532, 3.22131, -2.57786], [4.62550, 4.14937, -1.62261], [3.89301, 5.70177, -1.35495], [5.26888, 4.90819, -5.12329], [3.94879, 3.75070, -4.74032], [5.45064, 3.71179, -3.97519], [3.21900, 3.34948, -0.31545], [2.28326, 4.55335, -0.15654], [0.30706, -2.80665, -4.75947], [-0.84555, -2.59157, -3.69746], [-2.05748, -3.53167, -3.85827], [-1.76630, -4.93212, -3.87041], [-2.91538, -5.80602, -3.91675], [-0.23777, -2.65844, -2.37119], [1.03645, -1.99923, -4.69494], [0.02055, -2.77370, -5.81062], [0.91601, -3.70961, -4.71557], [-1.19999, -1.57253, -3.85258], [-2.62368, -3.38325, -4.77777], [-2.77273, -3.30661, -3.06716], [-2.55560, -6.81612, -3.72096], [-3.54531, -5.83007, -4.80596], [-3.66826, -5.60334, -3.15504], [0.74911, -2.55868, -2.56149], [-0.27443, -3.66185, -2.26206], [-1.72274, 0.35980, 7.68485], [-1.24244, -0.18872, 6.36766], [-2.16266, -1.34612, 5.84153], [-1.76037, -1.87875, 4.57262], [-2.48543, -2.95740, 4.06146], [-1.11109, 0.92040, 5.35107], [-2.65738, 0.87797, 7.47025], [-1.00532, 1.10585, 8.02663], [-2.01431, -0.40412, 8.40562], [-0.21798, -0.54103, 6.48784], [-3.19245, -1.02349, 5.68805], [-2.19530, -2.15160, 6.57518], [-2.02902, -3.39550, 3.17386], [-3.45295, -2.52360, 3.80881], [-2.56145, -3.70729, 4.84885], [-2.03098, 1.33729, 5.36077], [-0.54537, 1.67330, 5.71606]],
  "atomic_forces_ev_per_a": [[-0.2, 0.0, 0.2], [0.6, -0.1, 0.3], [0.5, -0.1, 0.4], [-0.5, 0.1, -0.2], [-0.6, 0.1, -0.3], [-0.9, 0.3, -0.7], [0.4, -0.7, 0.8], [-0.2, -1.0, -0.7], [0.8, 0.7, -1.9], [0.4, -0.9, 1.1], [-0.1, 0.7, 0.7], [0.0, 0.0, 0.0], [0.4, 0.1, 0.2], [0.0, -0.1, -0.1], [0.4, 0.3, -0.8], [0.4, -0.3, -0.1], [-0.2, 0.2, -0.1], [-0.7, 0.8, 0.1], [-0.6, 0.5, -0.1], [0.2, -0.1, 0.7], [0.2, -0.7, 0.1], [-0.6, 0.2, 0.8], [-0.3, 0.3, -0.6], [1.0, -0.4, -2.0], [-0.7, -0.3, -0.3], [-0.2, -0.4, 0.2], [0.3, 0.2, 0.7], [-0.3, -1.0, -0.2], [-0.1, 0.3, 0.4], [-0.6, 0.1, 0.0], [-0.4, -0.4, 0.7], [-0.3, 0.0, -0.1], [0.3, 0.8, -0.3], [0.0, 0.0, 0.4], [0.2, 0.1, -0.2], [0.7, 0.4, -0.8], [0.3, 0.4, 0.6], [0.4, 0.5, 0.4], [0.0, -0.5, 1.0], [-1.0, 0.1, -0.4], [0.7, -0.3, -1.5], [0.2, 0.0, -0.9], [2.2, 1.2, 0.3], [-0.8, 0.5, 0.9], [-0.8, -0.9, 0.3], [-0.2, 0.3, 0.1], [-0.1, -0.3, 0.5], [0.6, 0.0, 0.2], [-0.1, -0.5, 0.0], [-0.3, 0.5, 0.4], [0.2, -0.1, 0.3], [0.3, 0.3, 0.1], [-0.5, -0.7, -0.2], [-0.3, -0.4, -0.1], [-0.4, 0.2, -0.6], [0.5, -0.1, 0.2]],
  "nbo_charge": [0.898, -0.871, 0.413, -0.879, 0.411, -0.620, -0.092, -0.058, -0.547, -0.258, -0.800, 0.222, 0.201, 0.222, 0.188, 0.153, 0.182, 0.199, 0.170, 0.165, 0.342, 0.330, -0.646, -0.065, -0.070, -0.555, -0.255, -0.805, 0.203, 0.213, 0.214, 0.191, 0.172, 0.173, 0.197, 0.170, 0.167, 0.349, 0.349, -0.624, -0.068, -0.059, -0.559, -0.239, -0.822, 0.198, 0.218, 0.220, 0.198, 0.163, 0.172, 0.196, 0.170, 0.163, 0.344, 0.356]
}

2.
{
  "formula": "C12H36BaNO19P4",
  "method": "wB97M-V/def2-TZVPD",
  "orbital_gap_ev": 8.604,
  "total_charge": 1,
  "energy_ha": -3354.13157,
  "symbols": ["Ba", "N", "O", "O", "O", "C", "O", "P", "O", "O", "C", "O", "C", "H", "H", "H", "H", "H", "H", "H", "H", "H", "C", "O", "P", "O", "O", "C", "O", "C", "H", "H", "H", "H", "H", "H", "H", "H", "H", "C", "O", "P", "O", "O", "C", "O", "C", "H", "H", "H", "H", "H", "H", "H", "H", "H", "C", "O", "P", "O", "O", "C", "O", "C", "H", "H", "H", "H", "H", "H", "H", "H", "H"],
  "coordinates": [[-0.36160, 1.95864, 0.94342], [-0.03374, -1.23059, 0.05079], [-1.19067, -0.72854, 0.18853], [0.12015, -2.22787, -0.55472], [0.87284, -0.58489, 0.53013], [-4.63609, 3.52578, -2.63010], [-3.58795, 2.76693, -3.24655], [-2.68566, 1.63284, -2.46693], [-1.64967, 2.19020, -1.63721], [-3.83813, 0.65044, -1.83416], [-4.01420, 0.67262, -0.43990], [-2.14430, 0.77269, -3.71061], [-1.46834, -0.47189, -3.44108], [-4.50277, 3.41780, -1.55369], [-5.59276, 3.11721, -2.95560], [-4.42417, 4.54433, -2.95529], [-3.17118, 1.06737, 0.12720], [-4.19609, -0.26840, 0.07922], [-4.88625, 1.30237, -0.26368], [-2.03586, -1.35757, -3.72672], [-1.18364, -0.72289, -2.41930], [-0.55429, -0.55055, -4.02967], [4.22572, 1.21324, -0.36841], [4.16049, 2.40949, -1.14646], [2.74360, 2.80399, -1.75658], [1.58257, 2.61429, -0.82775], [2.53499, 2.10368, -3.14056], [2.71902, 0.76357, -3.51771], [3.02063, 4.27269, -2.29721], [2.55658, 4.80872, -3.56446], [5.06661, 0.61899, -0.72600], [3.28128, 0.70585, -0.17170], [4.67640, 1.54710, 0.56622], [3.43772, 0.71818, -4.33594], [1.76563, 0.36746, -3.86731], [2.97879, 0.06373, -2.72345], [1.83595, 5.61589, -3.43308], [2.23633, 4.12333, -4.34918], [3.47436, 5.20062, -4.00284], [2.78394, -1.26539, 3.76434], [3.02515, -0.04359, 4.35257], [3.06741, 1.35665, 3.50556], [1.94911, 1.61517, 2.52089], [3.07399, 2.38664, 4.78775], [1.80814, 2.91206, 5.29577], [4.57092, 1.36453, 2.91917], [5.64730, 1.56563, 3.74790], [3.59816, -1.98999, 3.75492], [2.50563, -1.14596, 2.71725], [2.03459, -1.72606, 4.40805], [0.93232, 2.50392, 4.79135], [1.88115, 3.99805, 5.23756], [1.79016, 2.64563, 6.35255], [6.47439, 0.88220, 3.55567], [5.50136, 1.42503, 4.81890], [6.12120, 2.51868, 3.51291], [-3.42476, -3.16364, -1.45531], [-3.85648, -3.92033, -0.39876], [-2.93901, -5.15102, 0.11389], [-1.86639, -5.51119, -0.91334], [-2.38251, -4.67740, 1.56345], [-1.08838, -4.24502, 1.76023], [-3.99942, -6.37743, 0.51926], [-5.29731, -6.04531, 0.89080], [-2.99469, -3.65532, -2.32788], [-2.67413, -2.45880, -1.09774], [-4.25729, -2.65125, -1.93746], [-0.31253, -4.42499, 1.01608], [-0.67203, -4.85300, 2.56341], [-1.08127, -3.28208, 2.27093], [-5.26438, -5.78592, 1.94898], [-5.96015, -6.90355, 0.78044], [-5.82645, -5.32381, 0.26826]],
  "atomic_forces_ev_per_a": [[1.2, -1.2, -1.3], [-2.2, 0.9, -0.2], [-1.3, 0.9, 0.2], [0.5, -2.5, -1.3], [3.0, 2.0, 1.5], [0.9, -0.5, 0.2], [2.0, -2.1, 0.3], [-4.0, -0.9, -4.3], [1.5, 0.6, 2.7], [2.1, 0.5, -0.3], [-0.9, 0.6, 1.5], [-0.4, 0.4, 1.4], [0.6, -1.3, -0.2], [-0.5, 0.4, 0.2], [0.0, 0.3, 0.0], [-0.6, 0.0, 0.2], [0.2, 0.3, -0.3], [0.0, -0.5, -1.0], [0.0, 0.1, 0.3], [-0.7, 0.4, -0.3], [-0.2, 0.9, 0.4], [-0.1, 0.6, -0.1], [1.8, 0.3, 1.5], [-1.7, 0.4, -1.0], [0.0, 1.0, -0.6], [0.6, 0.1, 0.0], [0.1, 0.0, 0.2], [-0.5, -1.3, -0.4], [-0.8, -0.8, 0.6], [1.2, 0.5, -0.7], [-0.7, -0.5, -0.8], [0.1, 0.0, -0.4], [-0.6, -0.1, 0.4], [0.0, 0.0, 0.2], [-0.1, 0.2, -0.3], [0.4, 0.4, 0.3], [0.0, -0.3, 0.3], [-0.4, -0.6, 0.8], [-0.1, 0.5, 0.1], [-0.8, -2.0, -0.8], [0.6, 3.5, -0.3], [-0.1, -0.1, 2.1], [1.6, -0.5, 1.1], [-0.4, -1.1, -2.2], [0.9, 0.0, 0.5], [-3.5, 0.0, -0.7], [3.2, 0.3, 1.3], [0.7, 0.6, 0.3], [-0.6, -0.2, 0.0], [-0.4, -0.2, -0.6], [0.2, 0.1, -0.1], [-0.3, -0.1, -0.2], [-0.2, -0.1, -0.1], [-0.4, -0.6, -0.6], [-0.6, 0.4, -0.1], [-0.4, 0.4, 0.4], [0.9, 1.9, -2.1], [-0.5, -2.4, 1.7], [1.6, -1.5, -1.6], [-2.6, 0.6, 2.8], [-2.1, -0.9, -1.9], [2.3, -0.4, 2.2], [2.7, 2.2, -1.7], [-1.8, -0.3, 0.9], [0.3, -0.9, 0.5], [-0.1, 0.3, -0.2], [-0.3, 0.3, 0.6], [-0.8, 0.6, -0.8], [-0.1, -0.5, 0.3], [-0.1, 0.5, -0.9], [-0.5, 0.4, 0.0], [0.5, -0.5, 0.2], [0.6, 0.6, 0.1]],
  "lowdin_charge": [1.950, -0.662, -0.199, 0.090, -0.145, -0.070, -0.230, 0.457, -0.340, -0.184, -0.134, -0.179, -0.074, 0.074, 0.101, 0.098, 0.022, 0.099, 0.093, 0.094, 0.064, 0.084, -0.087, -0.178, 0.412, -0.440, -0.206, -0.063, -0.193, -0.059, 0.103, 0.079, 0.073, 0.104, 0.080, 0.093, 0.093, 0.087, 0.094, -0.121, -0.208, 0.551, -0.418, -0.230, -0.060, -0.207, -0.134, 0.096, 0.078, 0.099, 0.072, 0.094, 0.096, 0.098, 0.099, 0.102, -0.165, -0.215, 0.573, -0.263, -0.203, -0.155, -0.204, -0.153, 0.090, 0.065, 0.093, 0.090, 0.084, 0.086, 0.093, 0.090, 0.084]
}